No. 1
The following is a quantum chemistry calculation of a molecular structure, F6Li3N5O18S6 in a non-equilibrium geometry, from OMol25.

XYZ file:
```
38
Properties=species:S:1:pos:R:3:nbo_charge:R:1
Li -0.108 -0.242 -0.178 0.872
Li -1.674 -1.648 -2.200 0.910
Li 0.215 -2.965 0.433 0.917
N 1.985 3.345 1.464 -1.114
S 0.417 2.879 1.288 2.470
O 0.247 1.589 0.679 -0.984
O -0.493 3.970 1.098 -0.895
F 0.200 2.644 2.833 -0.495
S 2.416 3.419 -0.015 2.445
O 1.766 4.437 -0.793 -0.928
O 2.848 2.229 -0.679 -0.915
F 3.865 4.165 0.316 -0.553
N -1.526 0.251 -1.488 -1.292
S -2.777 1.055 -0.702 2.424
O -4.030 0.324 -0.784 -0.898
O -2.716 2.478 -0.578 -0.837
F -2.343 0.507 0.746 -0.503
S -1.160 1.376 -2.557 2.451
O -0.100 2.213 -2.082 -0.864
O -2.198 1.849 -3.437 -0.896
F -0.287 0.367 -3.495 -0.524
N 0.814 -1.401 1.306 -1.265
S 2.466 -1.038 1.629 2.403
O 3.123 -1.875 2.584 -0.901
O 2.880 0.330 1.632 -0.833
F 2.964 -1.670 0.240 -0.495
S 0.385 -1.298 2.851 2.421
O 0.446 0.005 3.421 -0.861
O 0.467 -2.495 3.662 -0.890
F -1.197 -1.374 2.499 -0.522
N 0.758 -2.555 -2.838 0.730
O 0.630 -2.040 -1.693 -0.653
O 1.872 -2.861 -3.246 -0.432
O -0.278 -2.653 -3.525 -0.565
N -2.497 -3.343 0.401 0.725
O -1.795 -2.398 -0.095 -0.683
O -1.941 -4.041 1.277 -0.522
O -3.644 -3.537 0.026 -0.448
```

Charge: -2
Frontier orbital gap in eV: 8.3
LUMO level in eV: 3.76
Multiplicity: 1

No. 2
The following is a quantum chemistry calculation of C5H7NO in the gas phase, from OMol25.

XYZ file:
```
14
Properties=species:S:1:pos:R:3:nbo_charge:R:1
C 2.634 -0.126 0.845 -0.158
C 1.734 0.443 0.279 -0.073
C 0.432 0.428 -0.410 -0.224
N -0.407 1.614 -0.507 -0.818
C -0.318 -0.815 0.175 0.598
C -1.798 -0.961 -0.061 -0.729
O 0.283 -1.683 0.760 -0.524
H 3.389 -0.691 1.336 0.233
H 0.644 0.130 -1.447 0.238
H 0.044 2.303 -1.102 0.369
H -0.545 2.056 0.396 0.363
H -2.296 -0.898 0.915 0.244
H -2.212 -0.210 -0.733 0.238
H -1.958 -1.975 -0.439 0.242
```

Frontier orbital gap in eV: 10.3
LUMO level in eV: 0.74
SMILES: C#C[C@H](N)C(C)=O
Multiplicity: 1

No. 3
The following is a quantum chemistry calculation of a molecular structure, C2H5N3OS2 in a non-equilibrium geometry, from OMol25.

XYZ file:
```
13
Properties=species:S:1:pos:R:3:nbo_charge:R:1
C -0.289 -0.794 1.441 0.400
C 0.077 0.350 -0.701 0.721
H -1.732 -2.259 1.652 0.433
H -1.421 -1.536 0.040 0.439
H -0.850 -0.054 -2.426 0.357
H 0.565 1.598 -2.221 0.421
H 2.381 1.342 0.666 0.170
N -1.202 -1.578 0.974 -0.772
N -0.618 -0.464 -1.485 -0.845
N 0.759 1.476 -1.182 -0.802
O 0.209 0.143 0.583 -0.505
S 0.532 -0.816 2.881 -0.201
S 1.588 2.592 -0.223 0.184
```

Frontier orbital gap in eV: 8.6
LUMO level in eV: -0.07
Multiplicity: 1

No. 4
The following is a quantum chemistry calculation of a molecular structure, C18H43AgO10 in a non-equilibrium geometry, from OMol25.

XYZ file:
```
72
Properties=species:S:1:pos:R:3:mulliken_spin:R:1
Ag -14.010 -16.273 13.997 0.278
O -13.576 -17.328 12.179 0.775
H -13.562 -17.479 11.214 -0.056
C -14.873 -16.248 8.538 0.000
O -15.909 -15.337 8.267 0.000
C -16.987 -15.660 9.130 0.001
C -17.901 -14.516 9.038 0.000
O -17.573 -13.504 9.997 0.000
C -18.599 -12.576 10.093 0.000
C -18.116 -11.289 10.851 0.000
O -17.453 -11.611 12.112 0.000
C -16.889 -10.334 12.600 0.000
H -15.191 -17.277 8.703 0.001
H -14.422 -15.909 9.470 0.001
H -14.000 -16.191 7.888 0.000
H -16.636 -15.788 10.154 -0.001
H -17.456 -16.490 8.602 0.000
H -18.895 -14.841 9.347 0.000
H -17.966 -14.002 8.079 0.000
H -19.443 -13.062 10.582 0.000
H -18.945 -12.239 9.116 0.000
H -18.998 -10.652 10.912 0.000
H -17.457 -10.780 10.148 0.000
H -16.059 -10.342 13.307 0.000
H -17.718 -9.737 12.979 0.000
H -16.414 -9.779 11.791 0.000
C -15.991 -19.001 12.467 0.001
O -15.971 -18.389 13.746 -0.004
C -17.174 -17.832 14.041 0.001
C -17.475 -16.387 13.461 -0.003
O -16.276 -15.569 13.556 0.013
C -16.388 -14.248 12.961 0.000
C -15.247 -14.000 11.946 -0.004
O -13.968 -14.227 12.570 -0.001
C -12.941 -13.369 12.061 -0.002
H -17.008 -19.262 12.177 0.000
H -15.388 -19.909 12.456 0.000
H -15.757 -18.362 11.616 -0.004
H -17.239 -17.699 15.121 0.000
H -18.086 -18.404 13.868 0.001
H -18.240 -15.935 14.091 0.003
H -17.677 -16.540 12.401 0.000
H -16.357 -13.451 13.704 0.000
H -17.341 -14.002 12.492 0.001
H -15.403 -13.078 11.387 -0.001
H -15.228 -14.848 11.261 -0.004
H -12.825 -13.580 10.998 -0.001
H -12.028 -13.708 12.550 0.000
H -13.088 -12.306 12.256 0.002
C -15.071 -13.958 16.383 0.001
O -13.967 -14.613 15.625 0.008
C -12.784 -13.791 15.759 0.002
C -11.565 -14.765 15.501 0.000
O -11.886 -15.633 14.421 0.003
C -10.956 -16.682 14.207 0.000
C -11.390 -17.914 14.957 -0.001
O -12.780 -18.237 14.756 -0.010
C -13.011 -19.617 14.810 0.004
H -14.994 -14.071 17.464 0.000
H -15.996 -14.453 16.087 0.000
H -15.236 -12.905 16.156 0.000
H -12.736 -13.500 16.809 0.000
H -12.787 -13.025 14.984 0.001
H -11.392 -15.396 16.373 0.000
H -10.624 -14.236 15.345 0.000
H -9.914 -16.445 14.425 0.000
H -11.046 -16.805 13.127 -0.001
H -11.490 -17.544 15.978 0.000
H -10.577 -18.636 14.884 0.000
H -12.265 -20.170 14.239 -0.002
H -13.962 -19.971 14.413 0.000
H -13.117 -19.972 15.835 0.001
```

Charge: +1
Frontier orbital gap (spin up / spin down) in eV: 10.4 / 6.9
LUMO level (spin up / spin down) in eV: -1.61 / -4.97
Multiplicity: 2

No. 5
The following is a quantum chemistry calculation of 2 unconnected molecules or ions with the total composition C3H4ClN3 in a non-equilibrium geometry, from OMol25.

XYZ file:
```
11
Properties=species:S:1:pos:R:3:nbo_charge:R:1
H -0.295 0.069 2.666 0.398
N -0.020 -0.642 2.012 -0.627
C -0.221 -0.486 0.844 0.487
Cl -1.582 0.623 0.197 -0.193
N 0.412 -1.036 -0.258 -0.450
C -0.200 -1.633 -1.161 0.050
H -1.312 -1.771 -1.242 0.167
H 0.332 -2.035 -1.931 0.168
C 1.032 2.407 -0.441 0.072
N 0.808 2.660 0.665 -0.308
H 1.046 1.845 -1.352 0.235
```

Frontier orbital gap in eV: 10.3
LUMO level in eV: -0.11
SMILES: [H]/N=C(\Cl)N=C.C#N
Multiplicity: 1

Electronic energy: -126236.864 -8833.519 -30341.008 -43822.474 -20166.077 (eV)